# 1
Density functional theory data (ωB97M-V/def2-TZVPD) for a molecular structure, C19H28NO5Sn.

Values from the calculation:
- HOMO-LUMO gap: 5.70 eV
- LUMO level: -5.09 eV
- Molecular weight: 469.146 g/mol
- ΔE to the lowest compared entry with this formula, charge and spin: 254.88 kcal/mol

Structure (ORCA input):
```
! wB97M-V def2-TZVPD RIJCOSX def2/J DEFGRID3
* xyz 1 1
O -0.086 0.047 0.451
C 0.907 -0.500 -0.468
C 0.414 0.407 -1.587
H 0.752 -1.565 -0.603
H 1.915 -0.334 -0.101
C -0.731 0.819 -0.648
H 0.107 -0.089 -2.503
H 1.091 1.223 -1.826
C -2.058 0.197 -1.009
H -1.984 -0.888 -1.028
H -2.363 0.535 -2.000
H -2.838 0.474 -0.305
C -0.838 2.282 -0.319
H 0.140 2.733 -0.180
H -1.414 2.434 0.591
H -1.342 2.804 -1.131
Sn -0.005 -0.002 2.677
C 0.867 1.546 4.224
C 1.795 0.492 4.108
C 2.345 0.551 2.808
H 2.042 -0.234 4.863
C 1.744 1.619 2.128
C 0.808 2.227 2.987
H 0.180 3.070 2.754
H 0.298 1.785 5.104
H 3.049 -0.149 2.397
H 1.928 1.890 1.104
C -1.473 -0.461 4.530
C -1.930 0.714 3.888
C -2.334 0.375 2.587
H -1.957 1.702 4.314
C -2.127 -1.017 2.424
C -1.613 -1.526 3.630
H -1.296 -2.539 3.796
H -1.066 -0.525 5.525
H -2.751 1.054 1.865
H -2.279 -1.585 1.524
O 0.704 -1.672 -4.738
C 0.251 -0.562 -5.522
C 0.408 -0.972 -6.977
H 0.863 0.318 -5.294
H -0.780 -0.336 -5.247
C 1.617 -1.896 -6.908
H 0.550 -0.121 -7.641
H -0.471 -1.522 -7.316
C 1.387 -2.605 -5.582
H 2.538 -1.313 -6.875
H 1.685 -2.586 -7.747
H 2.312 -2.909 -5.091
H 0.765 -3.497 -5.717
O 0.715 -0.799 6.602
N -0.005 -0.002 6.047
O -0.431 0.906 6.761
O -0.005 -0.002 4.677
*
```

Partial atomic charges computed with the Mulliken method, in multiples of e: number 1, O, carries -0.64; number 2, C, carries -0.52; number 3, C, carries -0.54; number 4, H, carries 0.32; number 5, H, carries 0.24; number 6, C, carries 1.48; number 7, H, carries 0.10; number 8, H, carries 0.39; number 9, C, carries -1.61; number 10, H, carries 0.40; number 11, H, carries 0.48; number 12, H, carries 0.28; number 13, C, carries -1.58; number 14, H, carries 0.36; number 15, H, carries 0.17; number 16, H, carries 0.48; number 17, Sn, carries 1.20; number 18, C, carries -0.30; number 19, C, carries -0.44; number 20, C, carries -0.84; number 21, H, carries 0.53; number 22, C, carries -0.30; number 23, C, carries -0.72; number 24, H, carries 0.52; number 25, H, carries 0.68; number 26, H, carries 0.45; number 27, H, carries 0.64; number 28, C, carries -0.15; number 29, C, carries -0.83; number 30, C, carries -0.17; number 31, H, carries 0.51; number 32, C, carries -0.58; number 33, C, carries -0.84; number 34, H, carries 0.49; number 35, H, carries 0.48; number 36, H, carries 0.76; number 37, H, carries 0.51; number 38, O, carries -0.37; number 39, C, carries -0.36; number 40, C, carries -0.60; number 41, H, carries 0.27; number 42, H, carries 0.28; number 43, C, carries -0.51; number 44, H, carries 0.34; number 45, H, carries 0.28; number 46, C, carries -0.46; number 47, H, carries 0.27; number 48, H, carries 0.33; number 49, H, carries 0.27; number 50, H, carries 0.26; number 51, O, carries -0.56; number 52, N, carries 0.70; number 53, O, carries -0.51; number 54, O, carries -0.04

# 2
Density functional theory data (ωB97M-V/def2-TZVPD) for a molecular structure, C19H28NO5Yb.

Values from the calculation:
- HOMO-LUMO gap (alpha / beta): 9.08 / 8.30 eV
- LUMO level (alpha / beta): 0.24 / -0.56 eV
- Molecular weight: 523.475 g/mol
- Expectation value of S²: 0.751
- ΔE to the lowest compared entry with this formula, charge and spin: 29.17 kcal/mol

Structure (ORCA input):
```
! wB97M-V def2-TZVPD RIJCOSX def2/J DEFGRID3
* xyz 0 2
O 2.099 -0.892 -1.467
C 2.222 -2.371 -1.556
C 3.620 -2.398 -2.114
H 1.516 -2.807 -2.266
H 2.140 -2.823 -0.559
C 3.414 -0.868 -2.104
H 3.703 -2.832 -3.115
H 4.371 -2.775 -1.415
C 3.368 -0.354 -3.529
H 2.659 -0.936 -4.130
H 4.369 -0.464 -3.971
H 3.095 0.705 -3.554
C 4.493 -0.176 -1.298
H 4.594 -0.623 -0.304
H 4.287 0.894 -1.217
H 5.447 -0.299 -1.829
Yb -1.767 1.774 1.262
C -1.561 3.058 3.712
C -2.193 1.803 3.973
C -1.238 0.773 3.718
H -3.194 1.660 4.366
C -0.041 1.388 3.236
C -0.246 2.796 3.231
H 0.496 3.553 2.961
H -1.991 4.037 3.911
H -1.371 -0.285 3.940
H 0.879 0.865 2.970
C -2.818 3.563 -0.557
C -1.496 4.027 -0.276
C -0.578 3.038 -0.749
H -1.231 4.987 0.158
C -1.333 1.969 -1.332
C -2.720 2.295 -1.192
H -3.551 1.722 -1.613
H -3.745 4.111 -0.365
H 0.512 3.104 -0.717
H -0.928 1.099 -1.838
O -0.246 -2.270 -1.255
C -0.167 -1.348 -0.130
C -0.468 -2.117 1.155
H -0.941 -0.583 -0.304
H 0.793 -0.826 -0.076
C -1.083 -3.442 0.634
H -1.171 -1.558 1.781
H 0.454 -2.283 1.715
C -1.309 -3.170 -0.863
H -1.991 -3.738 1.160
H -0.338 -4.236 0.741
H -2.297 -2.674 -0.970
H -1.263 -4.053 -1.494
O -4.730 -0.809 0.530
N -3.863 -0.024 0.881
O -4.077 1.081 1.506
O -2.587 -0.267 0.618
*
```

Partial atomic charges computed with the Mulliken method, in multiples of e: number 1, O, carries -0.42; number 2, C, carries -0.09; number 3, C, carries -0.85; number 4, H, carries 0.20; number 5, H, carries 0.09; number 6, C, carries 1.51; number 7, H, carries 0.29; number 8, H, carries 0.32; number 9, C, carries -1.73; number 10, H, carries 0.37; number 11, H, carries 0.41; number 12, H, carries 0.37; number 13, C, carries -1.76; number 14, H, carries 0.37; number 15, H, carries 0.37; number 16, H, carries 0.40; number 17, Yb, carries 1.15; number 18, C, carries -0.45; number 19, C, carries -0.60; number 20, C, carries -0.37; number 21, H, carries 0.44; number 22, C, carries -0.62; number 23, C, carries -0.55; number 24, H, carries 0.46; number 25, H, carries 0.43; number 26, H, carries 0.51; number 27, H, carries 0.50; number 28, C, carries -0.44; number 29, C, carries -0.59; number 30, C, carries -0.58; number 31, H, carries 0.44; number 32, C, carries -0.54; number 33, C, carries -0.49; number 34, H, carries 0.50; number 35, H, carries 0.40; number 36, H, carries 0.48; number 37, H, carries 0.61; number 38, O, carries -0.48; number 39, C, carries 0.41; number 40, C, carries -0.15; number 41, H, carries -0.48; number 42, H, carries 0.85; number 43, C, carries -0.78; number 44, H, carries -0.22; number 45, H, carries 0.41; number 46, C, carries -0.51; number 47, H, carries 0.42; number 48, H, carries 0.25; number 49, H, carries 0.15; number 50, H, carries 0.44; number 51, O, carries -0.60; number 52, N, carries 0.98; number 53, O, carries -0.62; number 54, O, carries -0.60

# 3
Density functional theory data (ωB97M-V/def2-TZVPD) for a molecular structure, C19H28NO6Y.

Values from the calculation:
- HOMO-LUMO gap: 7.99 eV
- LUMO level: -6.23 eV
- Molecular weight: 455.340 g/mol

Structure (ORCA input):
```
! wB97M-V def2-TZVPD RIJCOSX def2/J DEFGRID3
* xyz 2 1
Y -0.189 -0.286 -0.399
C 2.062 -2.475 -1.885
C 2.272 -1.304 -2.851
O 1.206 -0.367 -2.672
C 1.472 0.889 -3.298
C 0.206 1.734 -3.268
O -0.187 1.918 -1.901
C -1.270 2.843 -1.734
C -2.570 2.099 -1.393
O -2.392 1.192 -0.300
C -2.647 1.694 1.014
C -1.440 2.413 1.633
O -0.268 1.606 1.434
C 0.937 2.372 1.518
C 2.115 1.417 1.651
O 2.076 0.505 0.546
C 3.262 -0.295 0.379
C 2.895 -1.789 0.318
O 1.786 -2.037 -0.551
H 2.934 -3.137 -1.906
H 1.175 -3.048 -2.180
H 2.277 -1.673 -3.883
H 3.230 -0.814 -2.649
H 1.773 0.739 -4.341
H 2.276 1.407 -2.756
H -0.594 1.237 -3.830
H 0.421 2.707 -3.724
H -1.410 3.434 -2.641
H -0.986 3.520 -0.924
H -2.869 1.472 -2.243
H -3.372 2.814 -1.188
H -2.880 0.806 1.607
H -3.516 2.361 1.016
H -1.616 2.559 2.706
H -1.287 3.397 1.170
H 0.911 3.033 2.390
H 1.044 2.975 0.604
H 2.053 0.868 2.600
H 3.041 1.999 1.621
H 3.958 -0.133 1.207
H 3.741 0.026 -0.554
H 2.566 -2.136 1.306
H 3.767 -2.370 0.006
N -3.788 -4.671 4.712
C -3.230 -4.075 3.913
C -2.546 -3.310 2.933
C -2.867 -3.445 1.586
C -2.216 -2.682 0.631
C -1.228 -1.740 0.976
C -0.924 -1.636 2.350
C -1.560 -2.403 3.312
H -3.634 -4.142 1.288
H -2.506 -2.832 -0.406
H -0.166 -0.936 2.697
H -1.297 -2.298 4.355
*
```

Partial atomic charges computed with the Mulliken method, in multiples of e: number 1, Y, carries 1.24; number 2, C, carries -0.80; number 3, C, carries -0.52; number 4, O, carries -0.21; number 5, C, carries -0.71; number 6, C, carries -0.68; number 7, O, carries -0.06; number 8, C, carries -0.62; number 9, C, carries -0.60; number 10, O, carries -0.31; number 11, C, carries -0.81; number 12, C, carries -0.56; number 13, O, carries 0.11; number 14, C, carries -0.63; number 15, C, carries -0.86; number 16, O, carries -0.06; number 17, C, carries -0.57; number 18, C, carries -0.65; number 19, O, carries -0.25; number 20, H, carries 0.46; number 21, H, carries 0.29; number 22, H, carries 0.49; number 23, H, carries 0.36; number 24, H, carries 0.46; number 25, H, carries 0.36; number 26, H, carries 0.39; number 27, H, carries 0.43; number 28, H, carries 0.57; number 29, H, carries 0.14; number 30, H, carries 0.27; number 31, H, carries 0.46; number 32, H, carries 0.30; number 33, H, carries 0.46; number 34, H, carries 0.44; number 35, H, carries 0.42; number 36, H, carries 0.47; number 37, H, carries 0.30; number 38, H, carries 0.41; number 39, H, carries 0.49; number 40, H, carries 0.58; number 41, H, carries 0.14; number 42, H, carries 0.28; number 43, H, carries 0.46; number 44, N, carries -0.39; number 45, C, carries -0.22; number 46, C, carries 0.48; number 47, C, carries -0.86; number 48, C, carries -0.39; number 49, C, carries 1.05; number 50, C, carries -0.42; number 51, C, carries -0.94; number 52, H, carries 0.49; number 53, H, carries 0.42; number 54, H, carries 0.38; number 55, H, carries 0.49

# 4
Density functional theory data (ωB97M-V/def2-TZVPD) for a molecular structure, C19H29BBr33O2.

Values from the calculation:
- HOMO-LUMO gap: 5.21 eV
- LUMO level: 0.99 eV
- Molecular weight: 2937.083 g/mol

Structure (ORCA input):
```
! wB97M-V def2-TZVPD RIJCOSX def2/J DEFGRID3
* xyz -1 1
C 2.928 -1.276 -1.397
C 2.906 0.160 -0.829
C 3.279 0.073 0.689
C 1.583 0.976 -1.065
C 0.408 0.187 -1.690
B -1.108 0.812 -1.376
O -1.362 1.395 -0.038
C -2.708 1.050 0.185
C -2.614 -0.503 -0.102
C -3.909 -1.338 -0.064
O -1.970 -0.445 -1.355
H 2.073 -1.891 -1.090
H 3.817 -1.779 -0.964
H 3.087 -1.306 -2.487
H 3.738 0.706 -1.316
H 2.875 0.961 1.172
H 4.378 0.124 0.754
H 2.919 -0.861 1.133
H 1.268 1.441 -0.114
H 1.832 1.817 -1.737
H 0.339 -0.870 -1.372
H 0.505 0.238 -2.787
H -1.524 1.459 -2.317
H -3.119 1.328 1.172
H -3.412 1.475 -0.560
H -1.903 -0.843 0.671
H -4.589 -0.999 0.729
H -3.646 -2.404 0.086
H -4.414 -1.292 -1.041
C 3.591 1.296 -5.240
Br 1.666 1.275 -5.381
Br 4.181 1.920 -3.507
Br 4.361 -0.428 -5.676
H 3.957 2.002 -5.975
C 0.267 3.302 2.870
Br 2.185 3.559 2.899
Br -0.549 3.905 4.517
Br -0.549 4.121 1.327
H 0.071 2.232 2.798
C 7.335 1.452 -7.189
Br 8.859 0.269 -7.339
Br 7.834 3.181 -6.482
Br 6.384 1.608 -8.866
H 6.653 1.002 -6.478
C -5.062 3.702 5.483
Br -4.752 1.914 6.159
Br -4.475 5.051 6.739
Br -4.269 3.950 3.741
H -6.131 3.817 5.369
C 8.293 7.246 -5.214
Br 6.630 6.501 -4.568
Br 9.674 5.898 -5.346
Br 8.054 8.188 -6.886
H 8.623 7.972 -4.483
C -6.637 2.367 9.494
Br -7.719 3.845 8.876
Br -5.366 2.927 10.839
Br -7.726 0.891 10.107
H -6.067 2.014 8.644
C -3.733 -5.920 -0.770
Br -5.162 -6.943 -1.582
Br -2.903 -4.722 -2.036
Br -4.338 -4.992 0.816
H -2.978 -6.627 -0.454
C -8.701 -8.407 0.565
Br -7.175 -9.589 0.450
Br -8.190 -6.640 1.159
Br -9.682 -8.347 -1.101
H -9.366 -8.816 1.312
C -0.262 -3.493 -5.117
Br -2.190 -3.593 -5.243
Br 0.303 -2.773 -3.418
Br 0.575 -5.199 -5.499
H 0.067 -2.801 -5.882
C 5.505 -0.270 4.577
Br 4.063 -1.260 3.756
Br 6.319 0.969 3.335
Br 4.930 0.619 6.197
H 6.265 -0.985 4.859
C -0.771 -1.200 4.032
Br -2.161 -2.235 3.178
Br 0.050 0.017 2.776
Br -1.429 -0.276 5.601
H -0.007 -1.889 4.365
*
```

Partial atomic charges computed with the Mulliken method, in multiples of e: number 1, C, carries -1.38; number 2, C, carries 1.54; number 3, C, carries -1.22; number 4, C, carries 0.25; number 5, C, carries -0.11; number 6, B, carries 1.13; number 7, O, carries -0.31; number 8, C, carries -0.86; number 9, C, carries 1.37; number 10, C, carries -1.02; number 11, O, carries -0.77; number 12, H, carries 0.32; number 13, H, carries 0.46; number 14, H, carries 0.08; number 15, H, carries -0.35; number 16, H, carries 0.14; number 17, H, carries 0.39; number 18, H, carries 0.21; number 19, H, carries -0.35; number 20, H, carries 0.25; number 21, H, carries -0.32; number 22, H, carries -0.34; number 23, H, carries -0.42; number 24, H, carries 0.31; number 25, H, carries 0.21; number 26, H, carries -0.44; number 27, H, carries 0.35; number 28, H, carries -0.17; number 29, H, carries 0.34; number 30, C, carries -0.36; number 31, Br, carries -0.03; number 32, Br, carries 0.04; number 33, Br, carries -0.07; number 34, H, carries 0.39; number 35, C, carries 1.44; number 36, Br, carries -0.07; number 37, Br, carries -0.10; number 38, Br, carries -0.02; number 39, H, carries -1.30; number 40, C, carries 0.12; number 41, Br, carries -0.04; number 42, Br, carries 0.09; number 43, Br, carries -0.01; number 44, H, carries -0.14; number 45, C, carries -0.35; number 46, Br, carries -0.01; number 47, Br, carries -0.02; number 48, Br, carries 0.00; number 49, H, carries 0.37; number 50, C, carries -0.33; number 51, Br, carries 0.01; number 52, Br, carries -0.05; number 53, Br, carries -0.01; number 54, H, carries 0.34; number 55, C, carries 0.26; number 56, Br, carries -0.02; number 57, Br, carries -0.01; number 58, Br, carries -0.03; number 59, H, carries -0.20; number 60, C, carries -0.42; number 61, Br, carries -0.05; number 62, Br, carries 0.06; number 63, Br, carries -0.01; number 64, H, carries 0.40; number 65, C, carries -0.34; number 66, Br, carries -0.02; number 67, Br, carries 0.02; number 68, Br, carries -0.02; number 69, H, carries 0.34; number 70, C, carries -0.40; number 71, Br, carries -0.06; number 72, Br, carries 0.15; number 73, Br, carries -0.07; number 74, H, carries 0.38; number 75, C, carries -0.33; number 76, Br, carries 0.02; number 77, Br, carries -0.05; number 78, Br, carries -0.03; number 79, H, carries 0.35; number 80, C, carries -0.57; number 81, Br, carries 0.02; number 82, Br, carries 0.10; number 83, Br, carries -0.04; number 84, H, carries 0.41

What is the molecular weight in the third record?
455.340 g/mol

molecular weight of number 4 (C19H29BBr33O2)?
2937.083 g/mol

Which of these has the lowest molecular weight?
C19H28NO6Y